ORCA calculation (ωB97M-V/def2-TZVPD) on a molecular structure, C38H69BrFIN8O3Sb.

```
122
Properties=species:S:1:pos:R:3:lowdin_charge:R:1
C -4.682 -2.089 -0.232 -0.173
C -5.207 -0.764 -1.041 -0.268
C -5.290 -0.920 -2.667 -0.242
C -3.849 -1.063 -3.436 -0.226
C -3.595 -2.583 -4.089 -0.201
C -3.081 -3.514 -2.853 -0.240
C -1.888 -4.584 -3.198 -0.308
C -0.407 -3.958 -3.398 -0.340
Sb 1.084 -4.374 -1.777 1.380
F 1.109 -2.346 -1.441 -0.481
C 0.919 -6.497 -2.234 -0.358
C 1.348 -7.654 -1.238 -0.303
C 1.236 -7.560 0.353 -0.259
C 2.669 -7.937 1.134 -0.140
C -0.525 -4.424 -0.184 -0.303
C -0.186 -3.498 1.121 -0.346
C -0.978 -3.947 2.510 -0.589
Br -2.539 -2.732 2.807 0.525
C 2.615 -3.978 -3.392 -0.294
O 2.982 -2.531 -3.327 -0.289
C 4.311 -2.343 -2.728 -0.198
C 4.801 -0.763 -2.860 -0.168
O 3.905 0.046 -2.016 -0.221
C 4.304 1.481 -2.035 -0.229
C 3.335 2.210 -0.887 -0.119
C 2.715 -4.579 -0.292 -0.336
C 4.098 -5.279 -0.713 -0.717
O 4.365 -6.303 -1.507 -0.149
I 5.935 -4.441 0.254 0.627
H -5.078 -3.105 -0.704 0.081
H -3.511 -2.052 -0.155 0.045
H -5.096 -2.037 0.865 0.054
H -6.326 -0.575 -0.669 0.101
H -4.608 0.199 -0.674 0.116
H -5.784 0.090 -3.070 0.061
H -6.035 -1.777 -2.997 0.111
H -3.851 -0.265 -4.324 0.063
H -2.972 -0.727 -2.723 0.114
H -4.665 -2.886 -4.523 0.109
H -2.856 -2.461 -4.985 0.102
H -4.011 -4.094 -2.427 0.104
H -2.652 -2.764 -2.029 0.088
H -1.971 -5.433 -2.361 0.089
H -2.210 -5.117 -4.215 0.107
H -0.471 -2.790 -3.636 0.081
H 0.014 -4.438 -4.407 0.057
H 1.509 -6.668 -3.262 0.087
H -0.217 -6.707 -2.547 0.065
H 2.455 -8.018 -1.508 0.099
H 0.702 -8.613 -1.560 0.111
H 0.876 -6.579 0.854 0.066
H 0.486 -8.407 0.743 0.107
H 3.059 -6.939 1.655 0.062
H 2.467 -8.686 2.040 0.072
H 3.482 -8.369 0.414 0.071
H -1.547 -3.943 -0.575 0.060
H -0.833 -5.540 0.060 0.060
H 0.931 -3.372 1.404 0.080
H -0.593 -2.400 0.884 0.091
H -1.322 -5.052 2.347 0.070
H -0.218 -3.786 3.389 0.067
H 3.523 -4.702 -3.346 0.061
H 2.155 -4.117 -4.484 0.083
H 4.196 -2.542 -1.568 0.082
H 5.110 -3.102 -3.138 0.130
H 5.882 -0.709 -2.403 0.129
H 4.763 -0.500 -4.007 0.136
H 3.993 1.981 -3.066 0.121
H 5.426 1.662 -1.745 0.123
H 2.317 1.635 -0.764 0.088
H 3.860 2.319 0.154 0.073
H 3.083 3.280 -1.312 0.060
H 3.005 -3.458 0.013 0.065
H 2.378 -5.042 0.756 0.070
C 2.433 4.101 3.110 -0.092
C 2.386 4.777 1.750 -0.200
N 2.348 5.337 0.621 0.079
H 2.637 4.842 3.888 0.045
H 1.473 3.620 3.320 0.066
H 3.221 3.344 3.124 0.075
C -0.536 6.809 4.818 -0.055
C 0.356 5.743 5.433 -0.182
N 1.096 4.859 5.944 0.092
H -1.411 6.974 5.452 0.044
H 0.016 7.748 4.722 0.083
H -0.869 6.489 3.827 0.059
C 0.094 8.058 -1.629 -0.077
C -0.272 8.464 -0.211 -0.209
N -0.575 8.802 0.966 0.070
H 0.784 7.210 -1.607 0.068
H -0.806 7.771 -2.178 0.076
H 0.574 8.894 -2.144 0.075
C -3.168 2.863 -6.040 -0.082
C -4.158 2.237 -5.072 -0.167
N -4.979 1.717 -4.269 0.103
H -2.944 2.163 -6.850 0.078
H -3.590 3.777 -6.467 0.075
H -2.240 3.110 -5.517 -0.008
C 0.867 2.045 -3.060 -0.058
C 0.123 2.980 -4.000 -0.151
N -0.494 3.756 -4.779 0.073
H 1.175 1.144 -3.598 0.095
H 1.756 2.544 -2.664 0.023
H 0.219 1.759 -2.228 0.091
C -1.703 6.735 8.900 -0.081
C -2.447 7.671 7.961 -0.216
N -3.064 8.446 7.182 0.081
H -1.395 5.834 8.363 0.069
H -0.814 7.234 9.297 0.070
H -2.351 6.449 9.733 0.077
C -3.492 5.632 1.488 -0.077
C -2.600 4.566 2.103 -0.209
N -1.860 3.682 2.614 0.090
H -4.368 5.796 2.122 0.076
H -2.940 6.570 1.392 0.059
H -3.826 5.312 0.497 0.077
C 3.178 4.023 9.131 -0.081
C 2.186 4.750 10.024 -0.206
N 1.364 5.354 10.765 0.073
H 4.090 4.618 9.025 0.075
H 3.434 3.055 9.569 0.075
H 2.741 3.862 8.142 0.053
```

The total charge is -1. Its energy above the lowest of the compared OMol25 structures with the same formula, charge and spin is 1417.9 kJ/mol. The value obtained for the calculated total energy is -5364.2204 Eh. The LUMO energy comes out at 1.65 eV. The HOMO energy comes out at -4.6 eV.